(1)
# C68H64BiF3Ge2N2O2S4Te

A structure of composition C68H64BiF3Ge2N2O2S4Te in a non-equilibrium geometry (ωB97M-V/def2-TZVPD, OMol25).

Total charge = -2
Largest force on an atom = 1.24 eV Å⁻¹
2S+1 = 1
Frontier orbital gap = 6.1 eV
Relative energy (zero: lowest compared OMol25 entry of this formula, charge and spin) = 69.22 kJ/mol

XYZ file:
```
147
Properties=species:S:1:pos:R:3:mulliken_charge:R:1
Bi -0.4007 0.4263 0.1566 1.908
C -6.4362 2.7835 4.8413 -1.613
C -5.2027 2.0973 5.3758 0.813
C -5.2846 0.8638 6.0093 -0.925
C -4.1426 0.1789 6.4034 1.036
C -4.2540 -1.1711 7.0492 -1.449
C -2.8791 0.7340 6.1619 0.100
C -2.7847 2.0432 5.6553 0.787
C -1.4949 2.8242 5.6091 -1.744
C -3.9535 2.6821 5.2381 -0.846
C -1.6618 -0.0603 6.5621 -0.471
C -1.2398 0.1238 7.8813 0.376
C -0.1073 -0.4986 8.3796 -1.104
C 0.6437 -1.3046 7.5428 0.234
C 0.2505 -1.5207 6.2234 -1.201
C -0.9340 -0.9465 5.7180 -0.241
Ge -1.3608 -1.2900 3.7719 0.909
S -0.2019 0.3034 2.8543 -0.803
S -3.5688 -1.5965 3.3953 -0.212
Ge -2.7888 -2.8431 1.6238 0.246
S -2.6573 -1.5882 -0.0656 -0.653
S -0.8344 -3.2535 2.7888 -0.280
C -3.6900 -4.6312 1.2532 0.723
C -3.6088 -5.1216 -0.0770 -0.326
C -4.3173 -6.2596 -0.4651 0.016
C -5.1241 -6.9407 0.4240 -1.030
C -5.1703 -6.5118 1.7352 0.062
C -4.4539 -5.3900 2.1687 -1.402
C -4.5475 -5.2203 3.6551 1.325
C -5.6908 -4.6613 4.2329 0.525
C -6.7263 -3.9393 3.4048 -1.738
C -5.8687 -4.7554 5.6094 -0.895
C -4.9295 -5.3625 6.4280 0.777
C -5.1034 -5.4045 7.9272 -1.737
C -3.8005 -5.9157 5.8354 -0.582
C -3.6004 -5.8719 4.4607 0.594
C -2.3850 -6.5375 3.8634 -1.608
C -2.7033 -4.5770 -1.1434 0.636
C -1.3352 -4.8713 -1.0876 0.734
C -0.7489 -5.6600 0.0631 -1.429
C -0.5034 -4.4254 -2.1106 -1.194
C -0.9994 -3.7194 -3.1958 0.781
C -0.0853 -3.2536 -4.3011 -1.187
C -2.3655 -3.4697 -3.2499 -0.869
C -3.2251 -3.8851 -2.2444 1.171
C -4.6817 -3.5025 -2.2986 -1.670
C 1.1309 -2.3971 5.3747 0.950
C 2.2678 -1.8807 4.7367 0.922
C 2.6809 -0.4320 4.8271 -1.725
C 3.0599 -2.7459 3.9759 -0.993
C 2.7718 -4.0950 3.8594 0.851
C 3.6380 -5.0110 3.0263 -1.580
C 1.6627 -4.5961 4.5351 -0.540
C 0.8393 -3.7710 5.2862 0.824
C -0.3642 -4.3402 5.9909 -1.383
H -7.3441 2.3597 5.2762 0.366
H -6.4926 2.6553 3.7555 0.287
H -6.4164 3.8562 5.0468 0.385
H -6.2602 0.4075 6.1740 0.245
H -5.2898 -1.3823 7.3238 0.476
H -3.6313 -1.2423 7.9430 0.321
H -3.9185 -1.9412 6.3501 0.083
H -0.7120 2.3578 6.2075 0.285
H -1.6643 3.8429 5.9736 0.492
H -1.1200 2.8939 4.5893 0.217
H -3.8710 3.6735 4.7912 0.416
H -1.8149 0.7943 8.5139 0.429
H 0.1964 -0.3420 9.4080 0.375
H 1.5536 -1.7781 7.9011 0.454
H -4.2101 -6.6083 -1.4874 0.490
H -5.6874 -7.8121 0.1068 0.359
H -5.7596 -7.0566 2.4666 0.453
H -6.7482 -4.2966 2.3756 0.300
H -6.4874 -2.8702 3.3778 0.232
H -7.7215 -4.0526 3.8414 0.491
H -6.7676 -4.3335 6.0527 0.247
H -6.0822 -5.0197 8.2210 0.371
H -4.3408 -4.7895 8.4150 0.324
H -5.0010 -6.4235 8.3093 0.408
H -3.0669 -6.4167 6.4641 0.270
H -1.9587 -7.2578 4.5659 0.514
H -1.6208 -5.7885 3.6345 -0.016
H -2.6271 -7.0551 2.9333 0.416
H -1.2989 -6.5898 0.2253 0.279
H -0.7881 -5.0913 0.9951 0.047
H 0.2978 -5.8986 -0.1319 0.488
H 0.5640 -4.6276 -2.0447 0.253
H 0.9434 -3.1730 -3.9472 0.306
H -0.3888 -2.2717 -4.6679 -0.095
H -0.1073 -3.9503 -5.1452 0.496
H -2.7696 -2.9039 -4.0884 0.235
H -4.9445 -3.1146 -3.2857 0.447
H -4.8657 -2.7174 -1.5551 0.289
H -5.3359 -4.3429 -2.0634 0.331
H 2.1657 0.0960 5.6278 0.210
H 2.4384 0.0804 3.8937 0.056
H 3.7607 -0.3575 4.9902 0.574
H 3.9257 -2.3358 3.4567 0.254
H 4.4906 -4.4710 2.6089 0.358
H 3.0643 -5.4339 2.1952 0.262
H 4.0169 -5.8445 3.6247 0.357
H 1.4279 -5.6576 4.4621 0.263
H -0.3370 -5.4322 5.9799 0.498
H -1.2828 -4.0188 5.4921 -0.164
H -0.4197 -3.9965 7.0267 0.464
C -2.1605 0.9772 -4.9794 -0.991
N -0.9697 0.4580 -4.3227 0.242
C -0.0266 -0.2837 -4.9841 -0.279
C 1.0471 -0.7808 -4.3607 -1.008
C 1.2268 -0.5511 -2.9181 0.531
O 2.1843 -1.0307 -2.3162 -0.691
N 0.2640 0.2304 -2.2953 -0.016
C -0.8227 0.7163 -2.9494 0.258
O -1.7287 1.3561 -2.3928 -0.600
H -2.0702 0.8178 -6.0535 0.331
H -2.2686 2.0402 -4.7723 0.305
H -3.0589 0.4810 -4.6094 0.265
H -0.2204 -0.4404 -6.0369 0.346
H 1.7816 -1.3817 -4.8805 0.512
Te -0.3563 3.2497 0.3716 -0.029
C -2.2261 3.9293 -0.3519 0.044
C -2.3129 5.2283 -0.8535 -0.442
C -3.5217 5.7307 -1.3243 -0.504
C -4.6648 4.9380 -1.3029 -0.341
C -4.5870 3.6453 -0.7952 -0.715
C -3.3797 3.1446 -0.3228 -0.196
H -1.4213 5.8514 -0.8778 0.311
H -3.5695 6.7446 -1.7067 0.323
H -5.6045 5.3242 -1.6818 0.348
H -5.4747 3.0232 -0.7585 0.390
H -3.3353 2.1270 0.0570 0.412
F 9.2723 0.0938 0.5926 -0.292
C 8.6723 1.2917 0.4213 0.846
F 9.1264 2.1082 1.4101 -0.265
F 9.1490 1.8158 -0.7360 -0.268
C 7.1877 1.1949 0.4203 0.434
C 6.4406 2.3383 0.1766 -0.882
C 5.0607 2.2817 0.1939 -0.464
C 4.3988 1.0787 0.4550 0.253
C 5.1659 -0.0686 0.7030 -0.628
C 6.5494 -0.0110 0.6848 -0.631
C 2.9734 0.9797 0.4471 0.613
C 1.7802 0.7876 0.3900 -1.178
H 6.9479 3.2731 -0.0291 0.343
H 4.4732 3.1696 0.0002 0.499
H 4.6476 -1.0006 0.8906 0.627
H 7.1356 -0.9000 0.8714 0.422
```


(2)
# C2H3BO2

An isolated molecule of C2H3BO2 in a non-equilibrium geometry (ωB97M-V/def2-TZVPD, OMol25).

⟨S²⟩ = 2.005
Total charge = 0
Largest force on an atom = 8.15 eV Å⁻¹
2S+1 = 3
Frontier orbital gap (alpha / beta) = 6.0 / 10.9 eV
Relative energy (zero: lowest compared OMol25 entry of this formula, charge and spin) = 0.00 kJ/mol

XYZ file:
```
8
Properties=species:S:1:pos:R:3:mulliken_charge:R:1
B -1.2188 -0.2616 -0.0338 0.454
C 0.6650 0.8766 -0.0337 -0.472
C 0.9537 -0.4433 -0.0171 -0.127
O -0.7564 1.0036 -0.0154 -0.364
O -0.1839 -1.1869 -0.0055 -0.389
H -2.4385 -0.6123 0.0425 -0.057
H 1.2096 1.7208 0.0352 0.494
H 1.7693 -1.0969 0.0279 0.461
```


(3)
# C21H20ClFN2O3S

An isolated molecule of C21H20ClFN2O3S (ωB97M-V/def2-TZVPD, OMol25).

Total charge = 0
SMILES = O=C(NC[C@@H]1CCCO1)c1ccc2c(c1)N(Cc1ccc(F)cc1Cl)C(=O)CS2
Largest force on an atom = 0.61 eV Å⁻¹
2S+1 = 1
Frontier orbital gap = 9.1 eV
Relative energy (zero: lowest compared OMol25 entry of this formula, charge and spin) = 14.03 kJ/mol

XYZ file:
```
49
Properties=species:S:1:pos:R:3:mulliken_charge:R:1
O 2.2922 3.2226 -0.9016 -0.668
C 1.3274 2.5657 -0.5745 0.168
N 1.1882 1.9979 0.6480 -0.121
H 0.3308 1.5216 0.8776 0.302
C 2.2338 1.9859 1.6407 -1.132
H 3.1418 2.3605 1.1634 0.408
H 1.9828 2.6463 2.4793 0.274
C 2.4639 0.5570 2.1592 0.637
C 1.2718 0.0396 2.9901 -0.477
H 0.6422 -0.6470 2.4280 0.018
C 1.9464 -0.6260 4.1891 -0.614
H 1.3330 -0.6110 5.0863 0.386
C 3.2095 0.2218 4.3213 -0.537
H 4.0372 -0.2907 4.8128 0.353
O 3.6086 0.5030 2.9945 -0.499
H 2.9947 1.1553 4.8620 0.283
H 2.2102 -1.6576 3.9562 0.228
H 0.6615 0.8798 3.3277 0.509
H 2.6621 -0.0929 1.2957 0.027
C 0.1752 2.3057 -1.4925 0.308
C -0.3906 1.0394 -1.5665 -0.087
C -1.4152 0.7613 -2.4633 -0.117
C -1.9266 1.8122 -3.2358 0.533
C -1.3460 3.0722 -3.1780 -0.652
C -0.2803 3.3139 -2.3351 -0.858
H 0.1949 4.2812 -2.3043 0.497
H -1.7390 3.8516 -3.8117 0.429
S -3.3178 1.5296 -4.2779 -0.141
C -4.0594 0.2531 -3.2196 -0.737
C -3.0950 -0.9008 -3.0745 0.728
O -3.4131 -2.0464 -3.3145 -0.632
N -1.8501 -0.5628 -2.6367 0.459
C -0.8677 -1.6316 -2.5040 -1.730
C -0.7120 -2.1411 -1.0938 0.099
C -1.8381 -2.5396 -0.3798 -0.343
C -1.7462 -3.0306 0.9089 -0.911
C -0.4933 -3.1358 1.4855 0.585
C 0.6534 -2.7611 0.8098 -0.710
C 0.5343 -2.2604 -0.4781 0.776
Cl 1.9894 -1.7795 -1.2920 -0.139
H 1.6193 -2.8636 1.2776 0.464
F -0.3775 -3.6075 2.7400 -0.368
H -2.6210 -3.3392 1.4575 0.481
H -2.8030 -2.4767 -0.8582 0.444
H -1.2322 -2.4544 -3.1302 0.460
H 0.0882 -1.2774 -2.8930 0.603
H -4.9723 -0.0934 -3.6993 0.397
H -4.2898 0.7028 -2.2512 0.298
H -0.0067 0.2469 -0.9453 0.317
```